DFT (the ωB97M-V functional and the def2-TZVPD basis) results for one molecule with the formula C9H11F2NO2.

Last column: Mulliken charge in e.
Positions of all 25 atoms, in Å:
C 0.529 1.349 0.526  0.0549
C 0.750 -1.156 1.329  -0.9421
C 0.910 -1.947 0.000  -0.8939
C -1.550 -0.021 1.134  -1.9083
C -2.576 -0.508 -0.979  -1.1039
C -0.080 -0.070 0.646  2.1504
C -0.088 -1.009 -0.605  -0.3075
C -2.625 0.389 0.153  1.5010
C 1.305 2.732 -1.272  -0.7159
N -1.314 -1.248 -1.204  -0.0270
O 0.498 2.137 1.406  -0.5729
O 0.782 1.524 -0.750  -0.2320
F -2.409 1.671 -0.290  -0.2898
F -3.795 0.441 0.780  -0.3268
H 0.296 -1.701 2.157  0.3347
H 1.777 -0.675 1.670  0.2447
H 1.776 -1.687 -0.394  0.3272
H 0.750 -2.944 -0.017  0.4820
H -1.934 -1.053 1.428  0.4143
H -1.538 0.521 2.089  0.4076
H -3.111 -0.469 -1.906  0.2964
H 2.157 3.160 -0.642  0.2781
H 0.625 3.613 -1.093  0.2918
H 1.610 2.666 -2.335  0.2667
H -1.392 -1.863 -2.011  0.2703

* energy relative to the best compared isomer or geometry (same formula, charge and spin): 53.9 kcal per mole
* net charge: 0
* frontier orbital gap (spin up / spin down): 0.2766 / 0.2972 hartree
* E_HOMO (spin up / spin down): -7.0318 / -7.4672 eV
* molar mass: 203.19 u

DFT (the ωB97M-V functional and the def2-TZVPD basis) results for C9H11F3NOS as an isolated structure.

Last column: Mulliken charge in e.
Positions of all 26 atoms, in Å:
C 0.886 -2.805 -0.589  -0.3425
C 0.071 -2.207 -1.520  -0.7445
C 1.220 -2.230 0.620  -0.8802
C -0.448 -0.946 -1.366  -0.4271
C 0.524 -1.024 0.899  -0.1913
C -0.213 -0.389 -0.142  0.4747
C 0.152 1.987 -0.479  -0.8013
C -1.049 1.145 1.505  -1.1134
C -3.190 -0.999 -0.153  0.6313
N -0.689 0.938 0.105  0.3984
O -3.207 2.074 -0.502  -0.4399
F -2.863 -1.969 -0.986  -0.1522
F -4.502 -0.836 -0.123  -0.1738
F -2.759 -1.222 1.102  -0.2048
S -2.338 1.046 -1.068  0.6173
H 1.321 -3.786 -0.916  0.3429
H -0.228 -2.832 -2.387  0.3906
H 1.820 -2.716 1.375  0.4231
H -0.849 -0.448 -2.264  0.4485
H 0.446 -0.615 1.909  0.3877
H 0.329 1.664 -1.630  0.3528
H -0.190 3.053 -0.542  0.3193
H 1.089 1.931 -0.013  0.4180
H -1.738 1.953 1.336  0.4761
H -1.626 0.277 1.905  0.4276
H -0.236 1.403 2.236  0.3625

* energy relative to the best compared isomer or geometry (same formula, charge and spin): 42.1 kcal per mole
* net charge: +1
* frontier orbital gap: 0.3079 hartree
* E_HOMO: -13.4025 eV
* molar mass: 238.25 u

DFT (the ωB97M-V functional and the def2-TZVPD basis) results for C9H11N as an isolated structure.

Last column: Mulliken charge in e.
Positions of all 21 atoms, in Å:
C -2.320 -1.531 -0.290  -0.4659
C -2.093 -0.193 -0.017  -0.7030
C -1.082 -2.188 -0.424  -0.5170
C -0.753 -0.037 -0.139  0.3760
C 1.303 0.645 1.116  -0.7928
C 1.282 -1.358 -0.345  -0.8357
C 1.814 0.016 -0.151  -0.2948
C 0.234 1.086 0.050  0.5950
C 0.093 2.578 -0.085  -1.2677
N -0.180 -1.191 -0.329  0.0443
H -3.340 -1.949 -0.417  0.3500
H -2.898 0.467 0.309  0.3928
H -0.892 -3.261 -0.692  0.3124
H 1.001 -0.054 1.830  0.2550
H 1.825 1.536 1.562  0.3315
H 1.518 -1.871 -1.228  0.4643
H 1.531 -2.092 0.379  0.4072
H 2.528 0.435 -0.821  0.3969
H -0.636 3.090 0.614  0.3072
H 0.038 2.915 -1.178  0.2572
H 1.028 2.958 0.256  0.3870

* energy relative to the best compared isomer or geometry (same formula, charge and spin): 39.6 kcal per mole
* net charge: 0
* frontier orbital gap: 0.3035 hartree
* E_HOMO: -7.2508 eV
* molar mass: 133.19 u

DFT (the ωB97M-V functional and the def2-TZVPD basis) results for an isolated ion of composition C9H11N2 and charge +1.

Last column: Mulliken charge in e.
Positions of all 22 atoms, in Å:
C -3.546 1.009 -0.930  -0.1476
C -2.300 1.656 -1.280  -0.7427
C -3.532 -0.138 -0.129  -0.6451
C -1.101 1.158 -0.921  -0.1930
C -2.328 -0.654 0.217  -0.1594
C -1.033 -0.051 -0.104  0.8368
C 1.496 0.017 0.527  -0.3575
C 4.034 -0.445 0.874  -0.2276
C 0.149 -0.665 0.299  -0.3069
N 3.389 -1.625 0.267  -0.4779
N 2.876 -0.334 0.026  -0.0853
H -4.460 1.240 -1.375  0.4286
H -2.454 2.276 -2.120  0.3680
H -4.571 -0.473 0.101  0.3460
H -0.262 1.710 -1.183  0.4472
H -2.210 -1.564 0.940  0.2382
H 1.535 1.192 0.394  0.3346
H 1.473 -0.138 1.701  0.2149
H 3.783 -0.451 1.892  0.2967
H 4.940 0.008 0.528  0.2868
H 0.138 -1.728 0.767  0.3071
H 3.983 -2.000 -0.492  0.2381

* energy relative to the best compared isomer or geometry (same formula, charge and spin): 133.6 kcal per mole
* net charge: +1
* frontier orbital gap (spin up / spin down): 0.2284 / 0.2284 hartree
* E_HOMO (spin up / spin down): -12.5660 / -12.5664 eV
* molar mass: 147.20 u